C32H21Cl2FNO8S | ωB97M-V/def2-TZVPD

## Properties
- HOMO level (eV) = -5.10
- relative energy (zero: lowest compared OMol25 entry of this formula, charge and spin) (eV) = 1.634
- charge = -1
- LUMO (eV) = 0.129

Cartesian coordinates (Å):
C -1.22 -4.57 5.38
C -2.36 -3.50 5.12
Cl -2.63 -3.46 3.29
C -3.75 -3.99 5.82
Cl -4.38 -2.55 6.72
N -4.63 -4.50 4.74
C -4.54 -6.02 4.73
O -4.24 -6.60 3.69
O -4.81 -6.70 5.80
S -6.28 -4.13 4.96
O -7.02 -5.04 4.10
O -6.61 -2.77 4.53
F -6.81 -4.44 6.48
H -0.20 -4.17 5.12
H -1.46 -5.44 4.72
H -1.22 -4.92 6.45
H -2.08 -2.46 5.42
H -3.45 -4.81 6.53
C -1.90 -3.45 -1.37
C -1.74 -3.15 -2.72
C -0.59 -2.51 -3.16
C 0.40 -2.15 -2.24
C 0.22 -2.42 -0.89
C -0.93 -3.08 -0.46
C 1.24 -2.00 0.11
O 1.09 -2.24 1.29
C 2.44 -1.26 -0.37
C 3.38 -0.81 0.55
C 4.51 -0.13 0.11
C 4.72 0.08 -1.25
C 3.78 -0.37 -2.17
C 2.64 -1.03 -1.73
C 1.63 -1.47 -2.72
O 1.81 -1.28 -3.92
H -2.79 -3.96 -1.03
H -2.51 -3.43 -3.44
H -0.46 -2.29 -4.21
H -1.06 -3.31 0.60
H 3.23 -0.97 1.61
H 5.24 0.23 0.84
H 5.60 0.60 -1.59
H 3.94 -0.19 -3.23
C 0.40 1.66 -3.89
C 0.07 2.46 -4.97
C 0.31 3.83 -4.93
C 0.88 4.40 -3.79
C 1.19 3.59 -2.69
C 0.96 2.22 -2.75
C 1.76 4.19 -1.46
O 2.03 3.49 -0.50
C 1.97 5.66 -1.40
C 2.44 6.24 -0.23
C 2.65 7.61 -0.17
C 2.40 8.40 -1.29
C 1.92 7.83 -2.46
C 1.70 6.45 -2.51
C 1.15 5.85 -3.76
O 0.93 6.55 -4.73
H 0.22 0.59 -3.93
H -0.38 2.02 -5.86
H 0.05 4.45 -5.78
H 1.22 1.59 -1.91
H 2.64 5.62 0.64
H 3.01 8.06 0.74
H 2.57 9.47 -1.24
H 1.73 8.45 -3.32


C32H22N13O2S2W | ωB97M-V/def2-TZVPD

## Properties
- expectation value of S² = 2.019
- HOMO level (alpha / beta) (eV) = -3.70 / -5.68
- 2S+1 = 3
- relative energy (zero: lowest compared OMol25 entry of this formula, charge and spin) (eV) = 0.000
- charge = -1
- LUMO (alpha / beta) (eV) = 1.754 / 1.365

Cartesian coordinates (Å):
W 0.68 0.14 1.16
C -3.58 -0.55 0.83
C -2.15 -0.94 0.60
O -1.31 0.05 0.66
C -1.78 -2.23 0.36
C -0.50 -2.53 -0.16
C -0.30 -3.83 -0.88
N 0.48 -1.66 -0.11
N 1.56 -1.97 -0.93
C 2.35 -0.95 -0.99
O 2.10 0.15 -0.33
C 3.58 -0.98 -1.81
C 3.98 -2.16 -2.43
C 5.15 -2.18 -3.17
C 5.91 -1.03 -3.31
C 5.51 0.14 -2.69
C 4.35 0.17 -1.93
H -3.70 -0.10 1.82
H -4.24 -1.41 0.74
H -3.86 0.20 0.09
H -2.53 -3.00 0.35
H -1.14 -4.49 -0.68
H 0.63 -4.30 -0.57
H -0.22 -3.66 -1.95
H 3.39 -3.06 -2.29
H 5.47 -3.11 -3.64
H 6.83 -1.05 -3.89
H 6.11 1.04 -2.78
H 4.03 1.07 -1.44
N 2.55 0.62 4.01
C 2.89 1.47 3.04
N 3.94 2.25 3.28
C 4.21 3.15 2.32
N 5.37 3.85 2.47
N 3.47 3.42 1.26
C 2.40 2.62 1.09
N 2.16 1.52 1.91
C 1.45 2.87 0.10
C 1.52 3.98 -0.77
C 0.55 4.17 -1.71
C -0.51 3.24 -1.80
C -0.53 2.17 -0.95
N 0.42 1.96 -0.01
H 3.13 0.58 4.82
H 1.71 0.06 3.95
H 5.79 3.83 3.38
H 5.46 4.69 1.92
H 2.35 4.66 -0.65
H 0.59 5.02 -2.38
H -1.30 3.35 -2.53
H -1.31 1.43 -0.99
S -0.48 1.74 2.80
C -1.72 0.78 3.53
C -2.87 1.36 4.05
C -3.86 0.58 4.65
C -5.04 1.22 5.17
N -5.98 1.74 5.57
C -3.70 -0.80 4.73
C -2.54 -1.39 4.22
C -1.56 -0.61 3.63
S -0.08 -1.35 3.03
C -4.71 -1.63 5.32
N -5.52 -2.31 5.78
H -3.01 2.43 3.99
H -2.42 -2.46 4.28
N 2.24 -1.19 1.78
C 2.98 -2.07 1.97
C 3.86 -3.10 2.19
C 4.32 -3.35 3.50
N 4.69 -3.56 4.58
C 4.28 -3.90 1.09
N 4.62 -4.55 0.20


C32H23N9Sn | ωB97M-V/def2-TZVPD

## Properties
- HOMO level (eV) = -13.85
- charge = +2
- LUMO (eV) = -6.195

Cartesian coordinates (Å):
Sn -0.97 -0.25 -0.44
C -2.22 -2.50 3.53
C -2.24 -1.46 2.60
N -1.12 -0.97 2.09
C 0.04 -1.50 2.49
C 0.04 -2.57 3.38
N -1.08 -3.07 3.89
C 1.28 -0.88 1.96
C 2.52 -1.06 2.55
C 3.64 -0.45 1.99
C 3.44 0.37 0.88
C 2.17 0.54 0.37
N 1.12 -0.10 0.89
C 1.86 1.47 -0.74
C 2.81 2.29 -1.35
N 2.48 3.18 -2.28
C 1.21 3.26 -2.63
C 0.25 2.43 -2.07
N 0.58 1.54 -1.14
C 4.99 -0.70 2.54
C 6.08 -0.83 1.68
C 7.32 -1.13 2.22
N 7.53 -1.29 3.53
C 6.49 -1.14 4.34
C 5.21 -0.85 3.90
H -3.13 -2.89 3.97
H -3.18 -1.02 2.28
H 0.96 -3.06 3.67
H 2.63 -1.68 3.43
H 4.29 0.89 0.45
H 3.85 2.24 -1.09
H 0.95 4.00 -3.38
H -0.79 2.48 -2.37
H 5.97 -0.74 0.61
H 8.18 -1.25 1.58
H 6.69 -1.27 5.40
H 4.40 -0.71 4.62
C -2.76 -0.05 -4.94
C -1.97 -0.27 -3.81
N -2.18 0.33 -2.65
C -3.21 1.21 -2.55
C -4.05 1.50 -3.63
C -3.80 0.84 -4.85
C -5.12 2.44 -3.47
C -5.32 3.06 -2.29
C -4.47 2.80 -1.17
C -4.65 3.42 0.08
C -3.81 3.12 1.12
C -2.79 2.20 0.92
N -2.59 1.59 -0.25
C -3.42 1.88 -1.29
H -2.54 -0.57 -5.86
H -1.14 -0.97 -3.84
H -4.44 1.03 -5.70
H -5.77 2.65 -4.32
H -6.12 3.78 -2.17
H -5.45 4.14 0.20
H -3.93 3.59 2.09
H -2.11 1.93 1.72
C -0.42 -5.64 -1.21
C -0.46 -4.21 -0.94
N -0.49 -3.08 -0.73
H -0.93 -5.86 -2.15
H -0.92 -6.18 -0.40
H 0.61 -5.98 -1.27


C32H24AsF6N5O11S8W | ωB97M-V/def2-TZVPD

## Properties
- HOMO level (eV) = -2.93
- relative energy (zero: lowest compared OMol25 entry of this formula, charge and spin) (eV) = 4.622
- charge = -2
- LUMO (eV) = 3.239

Cartesian coordinates (Å):
W 1.85 -1.90 0.91
C -1.03 0.50 3.55
C -0.43 -0.43 2.54
N 0.85 -0.51 2.37
N 1.63 0.33 3.17
C 2.88 0.38 2.88
S 3.74 -0.45 1.64
S 3.91 1.46 3.83
C 2.86 2.94 3.91
C 2.80 3.68 2.60
C 1.86 3.34 1.63
C 1.85 3.99 0.40
C 2.76 5.00 0.14
C 3.68 5.36 1.12
C 3.70 4.71 2.34
C -1.39 -1.21 1.73
C -2.71 -1.34 2.16
C -3.66 -2.01 1.41
C -3.30 -2.56 0.18
C -2.00 -2.45 -0.27
C -1.06 -1.78 0.49
O 0.19 -1.65 0.00
H -0.27 1.12 4.00
H -1.49 -0.10 4.34
H -1.79 1.11 3.08
H 3.31 3.55 4.69
H 1.87 2.63 4.25
H 1.15 2.55 1.80
H 1.11 3.69 -0.33
H 2.75 5.51 -0.81
H 4.40 6.16 0.92
H 4.43 4.98 3.09
H -3.00 -0.93 3.11
H -4.67 -2.10 1.77
H -4.04 -3.07 -0.42
H -1.69 -2.85 -1.23
F 0.24 -4.42 5.31
C 0.06 -3.67 4.21
F -1.27 -3.45 4.10
F 0.58 -2.46 4.50
S 0.67 -4.62 2.62
O 0.51 -3.28 1.84
O -0.36 -5.60 2.96
N 2.17 -4.93 3.24
S 3.27 -3.88 3.18
O 2.69 -2.53 2.91
O 4.48 -4.22 2.49
C 3.85 -3.66 4.92
F 4.23 -4.85 5.40
F 2.92 -3.15 5.71
F 4.92 -2.84 4.93
O 1.05 -5.35 1.15
As 1.46 -4.00 -1.86
O 2.60 -4.66 -2.80
O 2.60 -3.30 0.37
C 1.00 -2.23 -2.78
C 0.04 -2.59 -3.74
C -0.76 -1.65 -4.39
C -0.63 -0.31 -4.09
C 0.34 0.08 -3.18
C 1.14 -0.86 -2.55
S 2.34 -0.20 -1.42
O 3.02 -1.45 -0.92
O 3.14 0.74 -2.15
O 1.71 0.30 -0.20
H 0.97 -6.30 1.33
H -0.12 -3.64 -3.97
H -1.50 -1.99 -5.11
H -1.27 0.43 -4.55
H 0.45 1.13 -2.92
S -5.70 0.44 -3.84
C -4.39 1.19 -3.11
S -3.71 0.57 -1.65
C -2.47 1.83 -1.63
N -2.59 2.63 -2.65
N -3.67 2.27 -3.47
C -3.84 3.11 -4.61
C -2.78 3.94 -4.98
C -2.91 4.77 -6.08
C -4.08 4.80 -6.82
C -5.13 3.98 -6.44
C -5.02 3.14 -5.34
S -1.28 1.84 -0.43
H -1.88 3.93 -4.40
H -2.07 5.41 -6.36
H -4.18 5.45 -7.68
H -6.06 3.99 -7.00
H -5.85 2.51 -5.06


C32H24ClMnN5O4S3 | ωB97M-V/def2-TZVPD

## Properties
- expectation value of S² = 8.755
- HOMO level (alpha / beta) (eV) = -0.73 / -0.84
- 2S+1 = 6
- relative energy (zero: lowest compared OMol25 entry of this formula, charge and spin) (eV) = 0.549
- charge = -2
- LUMO (alpha / beta) (eV) = 4.164 / 4.163

Cartesian coordinates (Å):
Mn -0.63 -0.62 1.51
Cl 0.41 6.64 -0.22
C 0.07 5.04 0.44
C -1.02 4.87 1.30
C -1.28 3.65 1.84
C -0.48 2.49 1.55
O -0.73 1.39 2.11
C 0.61 2.70 0.65
C 1.53 1.66 0.29
N 1.44 0.40 0.56
C 2.48 -0.41 0.07
C 3.12 -0.22 -1.13
C 4.17 -1.07 -1.55
C 4.55 -2.14 -0.79
C 3.89 -2.41 0.43
C 4.19 -3.52 1.25
C 3.48 -3.72 2.39
C 2.46 -2.81 2.74
N 2.17 -1.76 2.02
C 2.85 -1.55 0.87
C 0.87 3.98 0.13
H -1.66 5.72 1.53
H -2.14 3.49 2.49
H 2.42 2.02 -0.25
H 2.77 0.56 -1.79
H 4.65 -0.88 -2.50
H 5.35 -2.80 -1.12
H 4.98 -4.20 0.94
H 3.68 -4.57 3.03
H 1.84 -2.95 3.62
H 1.72 4.12 -0.54
S -0.54 -1.75 3.75
C -2.16 -2.41 3.94
C -2.44 -3.14 5.10
C -3.68 -3.70 5.34
C -4.69 -3.55 4.40
C -4.43 -2.82 3.25
C -3.19 -2.24 2.98
S -3.01 -1.35 1.48
H -1.65 -3.25 5.83
H -3.86 -4.26 6.26
H -5.68 -3.98 4.56
H -5.21 -2.69 2.51
C -1.16 -2.39 -3.24
N 0.00 -2.79 -2.45
C 1.30 -2.59 -3.09
C -0.07 -2.47 -1.17
N -0.15 -2.18 -0.05
H -1.16 -2.97 -4.17
H -1.13 -1.32 -3.47
H -2.07 -2.61 -2.68
H 1.33 -3.21 -3.99
H 2.09 -2.92 -2.42
H 1.45 -1.54 -3.34
O 0.53 0.35 -2.53
C -0.45 1.04 -2.22
N -1.48 0.66 -1.46
S -2.68 1.75 -1.51
O -3.11 2.17 -0.21
O -3.71 1.35 -2.45
C -1.74 3.04 -2.30
C -2.03 4.37 -2.53
C -1.06 5.14 -3.17
C 0.15 4.57 -3.58
C 0.42 3.23 -3.33
C -0.54 2.47 -2.68
H -2.96 4.80 -2.20
H -1.24 6.19 -3.34
H 0.89 5.19 -4.06
H 1.35 2.77 -3.62


C32H24ClMnN5O4S3 | ωB97M-V/def2-TZVPD

## Properties
- expectation value of S² = 8.755
- HOMO level (alpha / beta) (eV) = -0.18 / -0.18
- 2S+1 = 6
- relative energy (zero: lowest compared OMol25 entry of this formula, charge and spin) (eV) = 1.455
- charge = -2
- LUMO (alpha / beta) (eV) = 4.082 / 4.082

Cartesian coordinates (Å):
Mn 0.05 -0.54 0.55
Cl -5.06 4.81 1.21
C -3.81 3.59 1.37
C -3.42 3.16 2.64
C -2.45 2.21 2.78
C -1.80 1.61 1.66
O -0.94 0.71 1.86
C -2.21 2.08 0.36
C -1.64 1.65 -0.88
N -0.64 0.86 -1.03
C -0.09 0.63 -2.29
C -0.46 1.25 -3.47
C 0.20 0.97 -4.68
C 1.24 0.10 -4.74
C 1.67 -0.55 -3.55
C 2.73 -1.47 -3.53
C 3.08 -2.08 -2.36
C 2.36 -1.75 -1.19
N 1.38 -0.89 -1.19
C 1.01 -0.29 -2.34
C -3.22 3.05 0.26
H -3.90 3.59 3.52
H -2.15 1.85 3.75
H -2.12 2.10 -1.75
H -1.28 1.96 -3.48
H -0.15 1.47 -5.58
H 1.75 -0.13 -5.67
H 3.25 -1.70 -4.45
H 3.88 -2.80 -2.30
H 2.61 -2.21 -0.24
H -3.54 3.38 -0.73
S -1.32 -2.37 -1.66
C -3.05 -2.17 -1.82
C -3.67 -2.53 -3.03
C -5.03 -2.42 -3.24
C -5.84 -1.93 -2.22
C -5.25 -1.56 -1.02
C -3.87 -1.67 -0.77
S -3.25 -1.16 0.79
H -3.03 -2.91 -3.82
H -5.46 -2.72 -4.20
H -6.91 -1.83 -2.35
H -5.87 -1.17 -0.21
C -2.90 -4.50 2.00
N -1.79 -3.84 2.70
C -2.11 -3.24 3.99
C -0.94 -3.16 1.95
N -0.21 -2.56 1.30
H -3.44 -5.11 2.73
H -2.49 -5.14 1.22
H -3.55 -3.75 1.54
H -2.37 -4.02 4.70
H -2.94 -2.53 3.89
H -1.23 -2.71 4.35
O 1.74 -1.99 3.63
C 2.34 -1.07 3.10
N 1.99 -0.39 1.98
S 3.03 0.78 1.60
O 3.78 0.48 0.40
O 2.44 2.09 1.66
C 4.11 0.54 2.99
C 5.25 1.23 3.37
C 5.89 0.80 4.53
C 5.39 -0.27 5.27
C 4.24 -0.94 4.87
C 3.61 -0.52 3.71
H 5.62 2.06 2.79
H 6.79 1.31 4.86
H 5.91 -0.58 6.17
H 3.84 -1.77 5.43


C32H24IN3O4PdS | ωB97M-V/def2-TZVPD

## Properties
- expectation value of S² = 6.048
- HOMO level (alpha / beta) (eV) = -7.65 / -8.68
- 2S+1 = 5
- relative energy (zero: lowest compared OMol25 entry of this formula, charge and spin) (eV) = 0.242
- charge = 0
- LUMO (alpha / beta) (eV) = -0.201 / -3.042

Cartesian coordinates (Å):
Pd -0.11 1.89 0.50
S 0.62 1.93 2.98
C 2.19 1.97 2.24
C 3.38 1.95 2.97
C 4.57 1.95 2.28
C 4.56 1.98 0.89
C 3.34 2.01 0.24
N 2.19 2.01 0.90
H 3.33 1.92 4.05
H 5.51 1.92 2.82
H 5.48 1.97 0.32
H 3.26 2.04 -0.84
I -0.22 2.17 -2.30
C -2.34 2.22 -2.09
C -3.09 2.12 -3.23
C -4.49 2.01 -3.13
C -5.08 1.98 -1.90
C -4.32 2.08 -0.72
C -4.92 1.99 0.57
C -4.17 2.06 1.71
C -2.79 2.32 1.63
C -2.16 2.35 0.40
C -2.90 2.24 -0.80
H -2.62 2.10 -4.20
H -5.08 1.93 -4.03
H -6.16 1.85 -1.81
H -5.99 1.86 0.62
H -4.64 1.97 2.68
H -2.23 2.48 2.55
C 0.16 6.38 1.46
C 0.23 4.87 1.64
O 0.20 4.46 2.83
O 0.30 4.19 0.58
H 0.18 6.88 2.43
H -0.77 6.62 0.94
H 0.99 6.71 0.84
O -1.33 -0.59 2.23
C -0.58 -1.01 1.36
N -0.36 -2.32 1.05
C 0.50 -2.49 -0.10
C 0.80 -0.99 -0.42
O 1.51 -0.58 -1.33
N 0.17 -0.23 0.50
C 1.79 -3.25 0.24
C 1.82 -4.11 1.34
C 2.97 -4.82 1.65
C 4.10 -4.68 0.87
C 4.08 -3.84 -0.23
C 2.93 -3.13 -0.54
C -0.22 -3.17 -1.27
C -1.28 -4.04 -1.03
C -1.93 -4.68 -2.08
C -1.52 -4.46 -3.39
C -0.46 -3.60 -3.63
C 0.18 -2.96 -2.58
H -0.83 -3.07 1.52
H 0.94 -4.22 1.97
H 2.97 -5.47 2.51
H 5.00 -5.24 1.12
H 4.96 -3.72 -0.84
H 2.93 -2.46 -1.39
H -1.63 -4.23 -0.02
H -2.75 -5.35 -1.87
H -2.02 -4.96 -4.20
H -0.14 -3.42 -4.65
H 0.99 -2.28 -2.79


Number 1: electronic energy -3307.22180 a.u.. Number 2: electronic energy -2958.66909 a.u.. Number 3: electronic energy -1939.92364 a.u.. Number 4: electronic energy -8422.89779 a.u.. Number 5: electronic energy -4614.50409 a.u.. Number 6: electronic energy -4614.47079 a.u.. Number 7: electronic energy -2522.75984 a.u..